1.
78
Properties=species:S:1:pos:R:3:lowdin_spin:R:1 method="wB97M-V/def2-TZVPD" total_charge=-1 gap_ev="4.5 / 5.6" max_force_ev_per_a=5.5 spin_multiplicity=6 lumo_ev="2.235 / 1.977" de_lowest_ev=0.581 molar_mass_g_mol=533.950
Fe -2.113 0.575 4.035 3.002
Cl -3.921 1.743 4.155 0.041
P 0.007 -0.439 -0.529 0.040
C 0.897 -0.010 0.861 0.118
H 1.976 0.124 0.805 0.008
H 0.432 -0.216 1.892 0.006
C -1.793 -0.203 -0.469 0.000
C 0.314 -2.148 -1.193 0.015
C -2.274 0.150 -1.895 0.000
H -2.162 -1.218 -0.238 0.000
C -3.796 0.189 -1.993 0.000
H -1.834 1.110 -2.213 0.000
H -1.909 -0.573 -2.644 0.000
C -4.453 0.987 -0.877 0.000
H -4.045 0.598 -2.974 0.000
H -4.227 -0.821 -2.011 0.000
C -3.837 0.755 0.523 -0.002
H -4.381 2.050 -1.112 0.000
H -5.527 0.755 -0.876 0.000
C -2.294 0.757 0.613 -0.007
H -4.252 1.475 1.237 -0.001
H -4.208 -0.237 0.811 -0.001
H -1.938 1.771 0.365 0.000
H -1.881 0.502 1.625 -0.011
C 0.838 0.730 -1.712 0.002
C 1.786 -2.315 -1.588 0.001
H 0.083 -2.776 -0.315 0.001
C 2.140 -3.799 -1.817 0.000
H 2.019 -1.731 -2.499 0.000
H 2.445 -1.921 -0.808 0.001
C 1.226 -4.468 -2.845 0.000
H 3.184 -3.875 -2.138 0.000
H 2.086 -4.355 -0.868 0.000
C -0.269 -4.142 -2.662 0.001
H 1.540 -4.177 -3.856 0.000
H 1.364 -5.554 -2.789 0.000
C -0.568 -2.670 -2.338 0.003
H -0.819 -4.439 -3.564 0.000
H -0.670 -4.747 -1.839 0.000
H -0.351 -2.077 -3.235 0.000
H -1.636 -2.566 -2.100 0.000
C 0.487 2.150 -1.281 0.004
H 1.918 0.568 -1.506 0.001
C 1.412 3.147 -2.005 0.001
H -0.570 2.412 -1.473 0.000
H 0.582 2.256 -0.191 0.002
C 1.391 3.001 -3.533 0.000
H 1.125 4.162 -1.725 0.000
H 2.443 3.042 -1.630 0.001
C 1.563 1.544 -3.975 0.000
H 0.427 3.349 -3.920 0.000
H 2.151 3.653 -3.991 0.000
C 0.653 0.545 -3.238 0.000
H 1.432 1.463 -5.064 0.000
H 2.590 1.264 -3.737 0.000
H -0.372 0.770 -3.562 0.000
H 0.869 -0.486 -3.574 0.000
C 0.847 2.172 2.452 0.661
C 2.160 1.856 2.176 0.675
H 0.029 2.076 1.729 0.028
C 3.051 1.349 3.249 0.113
H 2.670 2.054 1.228 0.044
C 2.264 1.076 4.544 0.003
H 3.585 0.444 2.931 0.029
H 3.870 2.044 3.444 0.031
C 1.302 2.215 4.941 0.009
H 1.712 0.123 4.470 0.001
H 2.975 0.954 5.359 0.000
C 0.451 2.714 3.773 0.108
H 0.692 1.934 5.817 -0.001
H 1.882 3.063 5.320 0.001
H -0.599 2.642 4.066 -0.005
H 0.638 3.787 3.657 0.049
N -0.841 -1.128 4.084 -0.004
C -0.557 -2.276 4.304 0.016
N -0.062 -3.484 4.361 0.011
C -0.483 -4.246 5.375 0.002
N -0.864 -5.003 6.199 0.002

---

2.
80
Properties=species:S:1:pos:R:3:lowdin_spin:R:1 method="wB97M-V/def2-TZVPD" total_charge=+2 gap_ev="7.3 / 7.3" max_force_ev_per_a=2.8 spin_multiplicity=4 lumo_ev="-6.504 / -6.446" molar_mass_g_mol=670.892
Er -0.845 -0.099 -1.102 3.033
P 0.015 -2.750 -1.632 -0.005
P -0.050 2.523 -1.426 -0.006
N 0.307 0.002 -3.085 -0.007
C 0.070 -2.507 -3.450 0.000
H 0.727 -3.291 -3.860 0.000
H -0.927 -2.694 -3.872 0.000
C 0.601 -1.150 -3.938 -0.001
H 1.692 -1.201 -4.113 0.000
H 0.178 -0.968 -4.943 0.000
C 0.597 1.207 -3.861 0.000
H 0.131 1.114 -4.862 0.000
H 1.683 1.248 -4.077 0.000
C 0.120 2.535 -3.248 0.000
H -0.831 2.844 -3.703 0.000
H 0.859 3.306 -3.512 0.000
C 1.495 3.460 -0.953 -0.001
C 1.942 3.117 0.475 0.000
H 2.888 3.635 0.691 0.000
H 2.122 2.040 0.606 0.000
H 1.206 3.437 1.228 0.000
C -1.631 3.499 -1.150 -0.001
C -1.912 3.636 0.350 0.000
H -2.890 4.120 0.507 0.000
H -1.158 4.261 0.858 0.000
H -1.951 2.659 0.858 0.000
C -1.599 -3.705 -1.459 0.000
C -1.900 -4.042 0.002 0.000
H -2.786 -4.691 0.075 0.000
H -2.118 -3.142 0.593 0.000
H -1.077 -4.575 0.502 0.000
C 1.588 -3.756 -1.420 -0.001
C 2.222 -3.605 -0.037 0.000
H 3.122 -4.233 0.028 0.000
H 1.551 -3.901 0.780 0.000
H 2.533 -2.570 0.149 0.000
C 1.438 -0.070 -1.504 -0.005
O 2.607 -0.077 -1.615 0.000
C -1.723 4.833 -1.896 0.000
H -0.987 5.564 -1.540 0.000
H -1.628 4.702 -2.981 0.000
H -2.716 5.268 -1.707 0.000
C -1.710 -4.911 -2.392 0.000
H -2.717 -5.344 -2.299 0.000
H -1.596 -4.624 -3.445 0.000
H -0.997 -5.711 -2.151 0.000
C 1.440 -5.227 -1.818 0.000
H 2.409 -5.730 -1.703 0.000
H 0.727 -5.773 -1.182 0.000
H 1.149 -5.336 -2.870 0.000
C 1.438 4.977 -1.170 0.000
H 0.709 5.461 -0.504 0.000
H 2.420 5.408 -0.928 0.000
H 1.226 5.243 -2.213 0.000
H 2.238 3.029 -1.651 0.000
H 2.268 -3.254 -2.137 0.000
H -2.400 2.822 -1.573 0.000
H -2.344 -2.951 -1.781 0.000
H -2.226 0.020 -2.832 -0.001
H -2.695 -0.109 -2.195 0.000
N -0.151 1.468 10.054 0.000
C -0.099 1.230 8.908 0.000
C -0.080 0.941 7.494 0.000
C -0.788 1.764 6.600 0.000
C -0.780 1.495 5.227 0.000
C -0.096 0.371 4.761 0.000
C 0.622 -0.453 5.634 0.000
C 0.648 -0.153 7.001 0.000
N -0.138 0.051 3.386 0.000
C 0.233 -1.175 2.834 0.000
C -0.027 -1.115 1.503 0.000
N -0.514 0.159 1.193 -0.005
C -0.567 0.836 2.363 0.000
H -1.356 2.610 6.993 0.000
H -1.331 2.144 4.546 0.000
H 1.166 -1.318 5.256 0.000
H 1.223 -0.782 7.678 0.000
H 0.593 -2.006 3.421 0.000
H 0.071 -1.892 0.737 0.000
H -0.937 1.851 2.498 0.000